The following is a DFT calculation (the ωB97M-V functional and the def2-TZVPD basis) of an isolated molecule of C12H26N6O3 in a non-equilibrium geometry.

Element x y z (Å)
H1 -4.17235 6.32062 2.19837
N1 -3.40246 5.61506 2.44274
C1 -3.70416 4.45882 1.95766
N2 -4.80524 4.13171 1.15183
N3 -2.97439 3.32404 2.36663
C2 -2.84899 2.12787 1.55525
C3 -1.89074 2.38238 0.41508
C4 -1.72950 1.19979 -0.55707
C5 -1.07123 0.02695 -0.00339
N4 -0.50960 -0.77026 -1.08119
C6 0.82487 -1.19468 -1.20708
O1 1.15397 -1.54467 -2.32165
C7 1.83460 -0.88848 -0.09686
N5 1.45023 -1.40602 1.26396
C8 3.24262 -1.33217 -0.48668
C9 3.55384 -2.92215 -0.62936
C10 4.88365 -3.26637 -1.34047
C11 4.88895 -2.99444 -2.84965
N6 6.09892 -3.31481 -3.57230
C12 -1.93700 -0.77229 0.89803
O2 -3.16220 -0.65431 0.94569
O3 -1.30228 -1.69549 1.62921
H2 -5.29423 3.27090 1.51364
H3 -5.49608 4.88862 1.12498
H4 -2.25930 3.65010 3.01934
H5 -2.48751 1.36459 2.28445
H6 -3.93112 1.92540 1.15269
H7 -0.79472 2.50625 0.80440
H8 -2.23461 3.29202 -0.07166
H9 -2.69892 0.81925 -1.00803
H10 -1.17861 1.59515 -1.36425
H11 -0.26780 0.27438 0.78163
H12 -1.06930 -0.82018 -1.92221
H13 1.87418 0.20290 -0.13026
H14 1.50170 -2.41120 1.23226
H15 1.96447 -0.97978 2.07319
H16 4.06446 -0.92373 0.24013
H17 3.55524 -0.80406 -1.38474
H18 3.53460 -3.35036 0.36579
H19 2.78707 -3.42099 -1.29051
H20 5.63910 -2.55115 -1.05330
H21 5.04851 -4.31586 -1.21160
H22 4.64520 -1.99896 -3.06313
H23 4.10766 -3.62495 -3.39425
H24 5.89825 -3.57258 -4.58705
H25 6.82669 -2.57189 -3.64413
H26 -0.36224 -1.61811 1.37378

## Properties
2S+1 ... 1
Energy above the lowest of the compared OMol25 structures with the same formula, charge and spin ... 51.82 kcal per mole
LUMO level ... 0.30 eV
Highest occupied orbital energy ... -8.653 eV